Entry from OMol25: a structure of composition C35H38FLaN3O3Si (ωB97M-V/def2-TZVPD).

Geometry as XYZ:
```
82
Properties=species:S:1:pos:R:3:forces:R:3
C 0.639798 2.483841 -0.236004 -0.52 1.23 -0.20
C 1.075369 2.494343 -1.596634 -0.81 0.84 0.11
C -0.084246 2.659023 -2.430174 0.12 0.74 0.50
H 2.105492 2.429770 -1.937238 -0.24 -0.06 0.06
C -1.235562 2.761513 -1.575650 0.69 0.94 -0.12
C -0.796021 2.649939 -0.231946 0.73 1.42 0.18
H -1.426218 2.702161 0.664552 0.34 -0.14 -0.55
H 1.278341 2.404349 0.651035 -0.34 -0.06 -0.44
H -0.080666 2.746770 -3.521010 -0.02 -0.10 0.47
H -2.269334 2.898396 -1.902082 0.40 -0.04 0.10
La -0.352321 0.346532 -1.194949 -0.31 -4.75 -0.47
C -0.603610 -0.736671 -4.749812 0.67 -0.82 1.59
H -1.546481 -0.192922 -4.923806 0.43 -0.64 -0.22
H -0.700026 -1.241214 -3.748112 -0.30 0.14 0.86
H 0.240591 -0.043062 -4.663458 -0.13 -0.33 -0.31
Si -0.531096 -1.020255 -6.943411 -0.28 0.18 -3.51
C 1.165373 -0.977559 -7.671274 -0.15 -0.10 -0.64
C 1.878538 0.236345 -7.588492 0.44 -0.44 -0.19
H 1.400190 1.122262 -7.155777 0.24 -0.33 0.01
C 3.178235 0.315299 -8.100162 -0.38 0.12 0.04
H 3.725303 1.253309 -8.008338 -0.06 -0.24 -0.08
C 3.752845 -0.782992 -8.742683 -0.18 -0.15 0.01
H 4.764341 -0.708834 -9.150640 -0.36 -0.05 0.17
C 3.016664 -1.964232 -8.898335 -0.19 0.04 0.08
H 3.448723 -2.805867 -9.440300 -0.09 0.22 0.12
C 1.719267 -2.065450 -8.379064 0.45 0.37 0.19
H 1.113964 -2.964574 -8.541766 0.38 0.27 0.13
C -1.633550 0.269634 -7.681266 -0.70 -0.57 -0.37
C -1.386618 0.811417 -8.962891 -0.21 0.57 0.21
H -0.626508 0.369579 -9.614759 -0.13 0.28 0.35
C -2.137202 1.905548 -9.414909 0.10 -0.27 0.12
H -1.924596 2.335607 -10.394964 -0.08 -0.13 0.26
C -3.164221 2.436170 -8.627841 0.10 -0.08 0.14
H -3.736427 3.301785 -8.974836 0.24 -0.33 0.14
C -3.484207 1.824760 -7.410180 -0.04 -0.25 -0.09
H -4.310056 2.199850 -6.806905 0.09 -0.09 -0.21
C -2.768529 0.709021 -6.968879 0.11 0.56 -0.36
H -3.108679 0.167936 -6.079436 0.13 0.35 -0.17
H -0.350040 -1.705974 -5.329064 -0.44 1.32 2.12
H -1.143181 -2.410197 -6.846850 0.30 0.53 -0.31
F -0.240040 2.952897 4.900891 -0.19 -0.42 0.14
C -0.213513 1.589461 4.714092 0.44 -0.19 1.03
C -0.309915 1.137132 3.427827 -0.10 -0.46 -0.15
C -0.110741 -0.237870 3.178224 -0.24 -0.36 -0.34
C -0.197647 -0.762923 1.868114 -0.10 -0.22 0.15
O -0.845479 -0.085249 0.951374 -0.10 0.67 -0.39
C 0.363999 -2.035097 1.586031 -0.16 -0.81 0.80
C 0.575879 -2.886385 2.658037 0.08 0.40 -1.28
N 0.356344 -2.495716 3.957274 -0.54 1.62 -0.84
C 0.496790 -3.429029 5.000634 0.22 -0.94 0.64
C 0.341519 -4.898662 4.721761 -0.34 -0.12 0.14
C 1.695186 -4.317693 4.993658 0.70 -0.30 0.49
C 0.145212 -1.134985 4.242121 0.76 0.02 0.86
C 0.231696 -0.636473 5.547063 -0.24 -0.22 -0.27
C -0.009622 0.730245 5.822512 -0.09 0.67 -1.77
N -0.070719 1.180282 7.139868 -0.12 0.12 1.23
C 0.878877 0.676324 8.122182 -0.20 0.37 -0.60
C 0.162770 0.417753 9.440637 0.35 -0.68 -0.67
N -0.538681 1.667895 9.811614 0.12 0.38 1.00
C -1.472792 2.233864 8.812468 -0.32 0.00 -0.84
C -0.689211 2.440124 7.520914 0.13 -0.44 -0.22
C 0.540069 -2.548108 0.162405 0.10 -0.62 0.18
O 0.471824 -3.758525 -0.017786 0.20 1.05 -0.28
O 0.752214 -1.629791 -0.771864 -0.12 -0.79 0.74
H -0.519993 1.802553 2.595761 0.13 -0.07 0.26
H 0.917177 -3.908143 2.494956 -0.12 0.45 -0.07
H 0.144037 -3.110400 5.977575 -0.05 0.04 -0.46
H -0.114737 -5.471887 5.528061 0.06 0.02 -0.38
H 0.107305 -5.214001 3.705643 -0.02 0.01 0.41
H 2.387441 -4.230316 4.152624 -0.22 0.04 0.37
H 2.139859 -4.536538 5.964467 0.09 -0.03 -0.38
H 0.483595 -1.302657 6.370798 -0.25 0.23 -0.29
H 1.683677 1.428700 8.274971 -0.06 -0.27 0.12
H 1.340553 -0.243541 7.746944 -0.06 0.33 0.27
H -0.587413 -0.371326 9.356759 0.09 0.09 -0.09
H 0.881461 0.163317 10.222660 -0.20 0.13 0.09
H -1.036911 1.524472 10.691588 0.23 0.22 0.09
H 0.190381 2.373412 9.931293 0.01 0.12 0.46
H -1.857183 3.180998 9.194559 0.06 -0.09 0.13
H -2.294426 1.524783 8.697661 0.09 0.06 -0.14
H 0.093618 3.211304 7.688301 -0.34 0.00 -0.09
H -1.376104 2.794405 6.743648 0.32 -0.11 0.28
```
Positions in Å, forces in eV/Å.

Computed properties:
gap between HOMO and LUMO (alpha / beta)	3.4 / 3.7	eV
molar mass	734.697	u
charge	+1
E_HOMO (alpha / beta)	-6.25 / -6.58	eV
LUMO energy (alpha / beta)	-2.900 / -2.882	eV